# 1
ORCA calculation (ωB97M-V/def2-TZVPD) on C46H48AlF6INO5 as an isolated structure at a distorted geometry.

Each line ends with the Mulliken charge.
CARTESIAN COORDINATES (ANGSTROEM)
C 4.889 -0.379 0.316  -0.49
O 4.456 1.005 0.069  -0.39
C 3.087 1.080 -0.464  -0.47
C 2.491 2.561 0.034  -0.15
C 1.337 3.166 -0.961  -0.20
C -0.080 2.336 -0.926  -0.12
C -1.081 2.758 0.317  -0.21
C -2.647 2.989 -0.205  -0.71
Al -3.934 1.487 0.342  -0.03
N -5.322 2.207 1.470  -0.33
C -4.863 2.500 2.734  0.58
O -4.518 2.437 4.050  -0.64
O -4.860 0.509 -0.988  -0.51
C -4.389 -0.906 -0.838  -0.09
C -2.800 -0.742 -0.344  0.10
O -2.257 0.036 -1.507  -0.46
I -1.594 -2.580 -0.172  -0.09
O -2.911 0.008 0.949  -0.47
H 6.007 -0.306 0.728  0.12
H 4.842 -1.041 -0.652  0.25
H 4.286 -0.923 1.187  0.31
H 2.388 0.186 -0.156  0.32
H 3.181 1.035 -1.643  0.23
H 2.152 2.400 1.144  -0.14
H 3.434 3.281 0.020  0.30
H 1.111 4.276 -0.611  -0.20
H 1.699 3.181 -2.097  0.29
H 0.210 1.196 -0.732  -0.05
H -0.628 2.337 -1.985  0.32
H -1.047 1.885 1.124  0.36
H -0.653 3.713 0.885  0.08
H -3.037 3.986 0.318  0.27
H -2.713 3.192 -1.367  0.33
H -4.991 -1.603 -0.108  0.24
H -4.228 -1.360 -1.911  0.20
H -2.153 -0.583 -2.308  0.32
F 6.655 -2.188 1.343  -0.25
C 7.758 -2.413 0.617  0.68
C 8.599 -3.466 0.959  -0.44
C 9.745 -3.705 0.200  -0.42
C 10.043 -2.880 -0.887  -0.43
C 9.195 -1.823 -1.220  -0.62
C 8.043 -1.591 -0.468  -0.21
H 8.356 -4.091 1.812  0.39
H 10.405 -4.530 0.455  0.34
H 10.939 -3.064 -1.476  0.35
H 9.431 -1.179 -2.064  0.34
H 7.369 -0.779 -0.718  0.29
F -0.260 -3.966 -3.074  -0.26
C 0.106 -5.244 -2.911  0.34
C 0.066 -6.111 -3.997  -0.25
C 0.452 -7.441 -3.829  -0.26
C 0.864 -7.892 -2.573  -0.53
C 0.896 -7.015 -1.488  -0.48
C 0.521 -5.683 -1.658  -0.35
H -0.265 -5.745 -4.964  0.32
H 0.432 -8.125 -4.674  0.38
H 1.161 -8.930 -2.441  0.35
H 1.214 -7.370 -0.510  0.36
H 0.548 -4.986 -0.828  0.35
F -5.862 -2.468 7.398  -0.31
C -5.693 -1.156 7.605  0.40
C -5.876 -0.635 8.881  -0.44
C -5.696 0.731 9.097  -0.27
C -5.344 1.564 8.032  -0.65
C -5.167 1.032 6.754  -0.26
C -5.337 -0.336 6.540  -0.57
H -6.158 -1.295 9.694  0.38
H -5.829 1.147 10.093  0.35
H -5.208 2.630 8.200  0.38
H -4.898 1.683 5.925  0.59
H -5.195 -0.767 5.554  0.47
F -0.322 -7.885 -6.913  -0.30
C -1.382 -7.326 -7.513  0.30
C -1.364 -5.966 -7.805  -0.22
C -2.465 -5.385 -8.434  -0.45
C -3.577 -6.169 -8.754  -0.44
C -3.587 -7.531 -8.452  -0.39
C -2.481 -8.114 -7.833  -0.38
H -0.496 -5.372 -7.541  0.43
H -2.459 -4.325 -8.673  0.35
H -4.437 -5.714 -9.240  0.35
H -4.454 -8.138 -8.699  0.35
H -2.468 -9.174 -7.600  0.39
F 0.573 3.120 2.511  0.06
C 1.004 3.663 3.657  0.19
C 1.568 4.933 3.643  -0.23
C 2.013 5.500 4.838  -0.52
C 1.898 4.785 6.032  -0.46
C 1.335 3.508 6.035  -0.44
C 0.880 2.946 4.842  -0.53
H 1.657 5.471 2.705  0.45
H 2.448 6.497 4.839  0.36
H 2.249 5.226 6.963  0.35
H 1.250 2.951 6.965  0.36
H 0.432 1.958 4.828  0.43
F 0.578 6.649 -0.083  -0.23
C -0.482 7.208 -0.682  0.03
C -0.464 8.568 -0.974  -0.46
C -1.565 9.149 -1.603  -0.45
C -2.677 8.365 -1.923  -0.48
C -2.687 7.003 -1.622  -0.47
C -1.581 6.420 -1.003  0.16
H 0.404 9.162 -0.711  0.40
H -1.559 10.209 -1.843  0.34
H -3.537 8.820 -2.410  0.35
H -3.554 6.396 -1.868  0.41
H -1.568 5.360 -0.769  0.38

As for the HOMO-LUMO gap: 0.2939 hartree. The calculation puts the largest force on an atom at 10.20 eV Å⁻¹. The charge is -1. The HOMO energy is -5.9 eV.

=====

# 2
ORCA calculation (ωB97M-V/def2-TZVPD) on C46H48AsN3OTi as an isolated structure at a distorted geometry.

Each line ends with the Mulliken spin population.
CARTESIAN COORDINATES (ANGSTROEM)
Ti -0.361 -0.128 0.074  2.06
N 0.478 -3.206 2.430  0.01
N 0.026 -2.081 -1.275  1.05
C 0.655 1.941 -0.574  0.16
C 1.723 1.036 -0.226  -0.04
C 1.577 0.698 1.166  -0.14
C 2.430 -0.227 1.967  0.16
H 3.258 -0.617 1.364  0.06
H 1.861 -1.095 2.336  -0.01
H 2.850 0.287 2.842  0.00
C 0.486 1.465 1.694  -0.06
C 0.170 1.610 3.134  -0.05
H 1.004 2.065 3.690  0.02
H -0.011 0.623 3.579  0.04
H -0.727 2.217 3.293  0.01
C -0.129 2.177 0.609  -0.10
C -1.345 3.027 0.721  0.01
H -2.134 2.509 1.284  0.06
H -1.748 3.277 -0.268  0.09
H -1.127 3.970 1.243  -0.03
C 2.827 0.597 -1.123  -1.29
H 3.713 1.245 -1.016  -0.29
H 2.525 0.634 -2.177  0.84
H 3.143 -0.430 -0.899  0.26
C 0.474 2.628 -1.882  -0.60
H -0.587 2.819 -2.083  0.09
H 0.861 2.020 -2.708  0.02
H 0.997 3.598 -1.907  -0.10
C -0.053 -4.055 3.302  0.27
H 0.470 -4.166 4.253  -0.01
C -1.236 -4.761 3.054  -0.41
H -1.628 -5.419 3.826  -0.25
C -1.878 -4.590 1.830  0.71
H -2.807 -5.115 1.608  0.28
C -1.315 -3.733 0.891  -0.42
H -1.749 -3.556 -0.089  -0.26
C -0.128 -3.048 1.234  0.03
C 0.541 -2.066 0.411  0.14
H 1.634 -2.151 0.353  0.02
C -0.418 -0.914 -1.805  -1.70
C 0.359 -2.983 -2.256  -0.12
H 0.737 -3.957 -2.012  -0.13
C 0.101 -2.385 -3.442  0.08
H 0.202 -2.751 -4.435  0.08
N -0.370 -1.108 -3.147  -0.45
C -0.571 -0.054 -4.059  2.47
C 0.447 0.285 -4.966  -2.31
C 0.251 1.400 -5.788  2.38
H 1.027 1.665 -6.512  0.55
C -0.901 2.182 -5.690  -1.97
C -1.112 3.344 -6.613  0.11
H -1.657 4.148 -6.108  0.05
H -1.699 3.049 -7.494  -0.02
H -0.152 3.733 -6.968  -0.09
C -1.869 1.852 -4.735  0.46
H -2.767 2.469 -4.642  0.31
C -1.716 0.745 -3.900  -0.96
C -2.755 0.427 -2.873  0.16
H -2.979 -0.643 -2.813  -0.07
H -3.679 0.954 -3.147  0.01
H -2.486 0.771 -1.859  -0.01
C 1.745 -0.458 -5.017  0.04
H 1.632 -1.476 -5.410  -0.22
H 2.248 -0.519 -4.040  0.33
H 2.424 0.080 -5.690  -0.27
O -1.912 -0.235 0.786  0.28
As -2.147 -0.990 3.603  0.40
C -2.934 0.677 4.304  -0.13
C -3.899 1.294 3.492  0.24
C -4.591 2.409 3.973  0.27
C -4.267 2.946 5.225  -0.22
C -3.249 2.374 5.993  0.06
C -2.581 1.229 5.540  -0.09
C -3.901 -1.882 3.627  0.59
C -4.393 -2.380 2.411  -0.58
C -5.623 -3.043 2.392  1.16
C -6.379 -3.159 3.566  -1.19
C -5.919 -2.589 4.756  1.05
C -4.687 -1.925 4.784  -0.33
C -1.359 -1.745 5.267  0.14
C -1.910 -2.844 5.934  -0.47
C -1.278 -3.356 7.073  0.30
C -0.064 -2.818 7.509  -0.40
C 0.528 -1.769 6.797  0.23
C -0.111 -1.239 5.671  -0.03
H -4.121 0.877 2.507  -0.17
H -5.383 2.852 3.367  0.06
H -4.811 3.816 5.599  -0.02
H -2.973 2.808 6.956  0.07
H -1.803 0.761 6.144  -0.02
H -3.810 -2.235 1.500  0.03
H -5.991 -3.466 1.455  0.06
H -7.335 -3.686 3.547  -0.56
H -6.513 -2.655 5.671  0.10
H -4.335 -1.455 5.704  -0.18
H -2.828 -3.305 5.573  0.14
H -1.739 -4.186 7.613  0.12
H 0.430 -3.221 8.396  -0.10
H 1.488 -1.355 7.110  0.04
H 0.369 -0.435 5.112  0.07

As for the HOMO-LUMO gap (alpha / beta): 0.0539 / 0.2804 hartree. The calculation puts the largest force on an atom at 3.99 eV Å⁻¹. The spin multiplicity is 3. The charge is -2. The HOMO energy (alpha / beta) is 2.5 / -3.6 eV.

=====

# 3
ORCA calculation (ωB97M-V/def2-TZVPD) on C46H48GeNO5S2Se2W as an isolated structure at a distorted geometry.

Each line ends with the Mulliken charge.
CARTESIAN COORDINATES (ANGSTROEM)
W 0.621 0.032 -0.360  1.03
C 2.320 -4.710 -4.551  -2.28
C 2.768 -3.957 -3.319  1.86
C 3.651 -2.801 -3.720  -1.72
C 4.054 -1.772 -2.975  -1.00
C 3.777 -1.602 -1.540  0.81
C 3.269 -2.505 -0.708  -1.16
C 2.640 -3.770 -1.151  -0.06
S 4.030 0.013 -0.894  1.58
O 4.002 0.929 -2.003  -0.74
O 5.166 0.061 -0.019  -0.77
N 2.662 0.270 0.069  -0.01
C 2.594 1.751 0.252  -1.05
C 1.456 2.315 -0.661  0.70
O 0.795 3.287 -0.392  -0.57
O 1.125 1.428 -1.674  -0.74
H 1.762 -4.039 -5.205  0.38
H 1.681 -5.556 -4.314  0.39
H 3.182 -5.078 -5.106  0.51
H 3.951 -2.796 -4.760  0.44
H 4.624 -0.983 -3.441  0.55
H 3.174 -2.230 0.336  0.09
H 2.153 -4.272 -0.317  0.93
H 3.517 2.245 -0.061  0.80
H 2.380 2.020 1.294  0.29
C -0.340 0.689 3.465  -0.24
Se -0.716 1.172 1.646  0.13
C -2.564 0.600 1.528  -0.74
C -3.021 0.357 0.092  -0.32
Se -1.783 0.883 -1.290  0.17
C -2.024 2.802 -1.201  -1.12
H -0.420 -0.380 3.621  -0.47
H -1.057 1.247 4.068  0.64
H 0.673 1.025 3.677  0.01
H -3.126 1.407 2.006  0.56
H -2.680 -0.309 2.125  0.47
H -3.961 0.873 -0.114  0.75
H -3.173 -0.706 -0.096  -0.51
H -2.991 2.994 -1.663  0.43
H -1.220 3.256 -1.772  0.35
H -1.981 3.164 -0.176  0.32
O 0.862 -1.223 1.644  -1.47
S 1.048 -2.737 1.740  1.32
C 2.435 -3.003 2.912  -1.55
C 3.199 -1.757 3.226  -0.06
C 4.521 -1.611 2.831  -0.31
C 5.230 -0.468 3.165  -0.74
C 4.617 0.542 3.884  -0.56
C 3.295 0.402 4.287  -1.27
C 2.593 -0.744 3.961  0.42
C -0.390 -3.354 2.712  -0.55
C -0.161 -4.019 4.029  -0.66
C -0.076 -5.404 4.098  -0.35
C 0.142 -6.033 5.315  -0.83
C 0.273 -5.280 6.471  -0.46
C 0.177 -3.896 6.412  -0.96
C -0.040 -3.270 5.197  0.69
H 3.050 -3.762 2.428  0.52
H 2.004 -3.428 3.821  0.88
H 5.005 -2.398 2.268  0.34
H 6.254 -0.360 2.847  0.40
H 5.168 1.436 4.133  0.42
H 2.820 1.183 4.863  0.49
H 1.569 -0.866 4.295  0.78
H -0.889 -4.031 2.020  0.62
H -0.993 -2.450 2.806  -0.22
H -0.185 -5.993 3.199  0.50
H 0.205 -7.109 5.359  0.42
H 0.443 -5.769 7.418  0.42
H 0.271 -3.307 7.312  0.46
H -0.118 -2.190 5.155  0.31
C -0.252 -1.419 -0.903  0.85
Ge -1.067 -2.939 -1.902  1.99
C -1.694 -2.222 -3.581  0.34
C -0.801 -1.526 -4.399  -0.17
C -1.182 -1.108 -5.663  -1.00
C -2.461 -1.382 -6.125  -0.52
C -3.361 -2.057 -5.318  -0.83
C -2.980 -2.474 -4.049  -0.52
C -2.514 -3.697 -0.866  0.31
C -2.871 -3.178 0.373  0.07
C -3.924 -3.712 1.105  -0.88
C -4.634 -4.788 0.601  -0.86
C -4.288 -5.327 -0.631  -0.94
C -3.241 -4.783 -1.358  -0.37
C 0.402 -4.180 -2.160  0.42
C 1.683 -3.439 -2.341  0.00
C 3.375 -4.747 -2.104  0.09
C 2.786 -6.120 -1.979  -1.28
C 1.486 -6.425 -1.910  -0.97
C 0.339 -5.497 -1.943  -0.10
H 0.198 -1.295 -4.049  0.35
H -0.483 -0.570 -6.287  0.47
H -2.757 -1.065 -7.114  0.42
H -4.362 -2.257 -5.673  0.43
H -3.700 -2.987 -3.427  0.44
H -2.302 -2.349 0.782  0.41
H -4.190 -3.292 2.066  0.47
H -5.454 -5.209 1.164  0.41
H -4.835 -6.171 -1.025  0.47
H -2.994 -5.214 -2.319  0.55
H 1.502 -2.365 -2.460  -0.70
H 4.461 -4.755 -2.044  0.55
H 3.489 -6.943 -1.956  0.43
H 1.228 -7.471 -1.812  0.49
H -0.620 -5.955 -1.742  0.50

As for the HOMO-LUMO gap: 0.2605 hartree. The calculation puts the largest force on an atom at 2.90 eV Å⁻¹. The charge is +1. The HOMO energy is -10.2 eV.

=====

# 4
ORCA calculation (ωB97M-V/def2-TZVPD) on C46H48MoN2P2Si2 as an isolated structure at a distorted geometry.

Each line ends with the Mulliken charge.
CARTESIAN COORDINATES (ANGSTROEM)
Mo 0.296 0.317 -0.471  -0.28
C -2.514 3.903 1.044  -0.85
Si -0.859 3.115 1.080  -0.16
C 0.345 3.940 -0.058  -0.84
C -0.156 2.950 2.769  -0.88
N -1.006 1.441 0.360  -0.05
P -2.179 0.258 0.632  2.27
C -1.135 -1.109 0.429  -2.54
P -0.990 -2.027 -1.024  2.99
N 0.221 -1.107 -1.746  0.38
Si 1.357 -1.534 -3.118  -0.29
C 2.856 -2.286 -2.366  -0.70
C 1.728 0.127 -3.854  -1.01
C 0.520 -2.676 -4.280  -0.95
C -2.394 -2.194 -2.109  0.98
C -2.600 -1.275 -3.141  -0.49
C -3.717 -1.391 -3.953  -0.83
C -4.632 -2.417 -3.738  -0.73
C -4.447 -3.315 -2.695  -0.91
C -3.334 -3.202 -1.876  -0.60
C -0.324 -3.648 -0.651  0.74
C -0.637 -4.789 -1.389  -0.46
C -0.054 -6.007 -1.059  -0.93
C 0.839 -6.083 -0.002  -0.60
C 1.159 -4.943 0.732  -0.65
C 0.579 -3.729 0.414  -0.80
C -2.778 0.332 2.313  0.93
C -1.957 -0.192 3.317  -0.66
C -2.360 -0.119 4.639  -0.71
C -3.582 0.464 4.961  -0.57
C -4.403 0.978 3.966  -0.82
C -4.004 0.914 2.639  -0.49
C -3.556 0.573 -0.456  0.80
C -3.472 1.563 -1.437  -0.84
C -4.554 1.799 -2.273  -0.92
C -5.707 1.034 -2.146  -0.65
C -5.783 0.027 -1.189  -0.90
C -4.712 -0.203 -0.339  -0.18
H -2.460 4.872 1.557  0.49
H -3.258 3.294 1.565  0.24
H -2.857 4.079 0.023  0.32
H 0.494 4.996 0.205  0.39
H 0.004 3.909 -1.097  0.32
H 1.315 3.445 0.010  0.10
H 0.254 3.917 3.094  0.43
H 0.654 2.216 2.769  0.28
H -0.908 2.639 3.501  0.31
H 3.468 -1.507 -1.902  0.16
H 3.469 -2.802 -3.117  0.54
H 2.573 -3.016 -1.598  0.20
H 1.897 0.863 -3.064  0.27
H 0.908 0.481 -4.486  0.29
H 2.638 0.108 -4.469  0.39
H 0.326 -3.646 -3.811  0.28
H 1.194 -2.846 -5.128  0.50
H -0.417 -2.279 -4.667  0.30
H -1.893 -0.479 -3.311  0.53
H -3.874 -0.682 -4.758  0.47
H -5.500 -2.511 -4.383  0.47
H -5.168 -4.108 -2.520  0.47
H -3.206 -3.895 -1.049  0.61
H -1.314 -4.733 -2.232  0.52
H -0.302 -6.896 -1.629  0.46
H 1.286 -7.036 0.257  0.42
H 1.852 -5.010 1.561  0.49
H 0.801 -2.848 0.998  0.25
H -1.021 -0.666 3.052  0.33
H -1.729 -0.525 5.420  0.46
H -3.900 0.510 5.996  0.42
H -5.357 1.426 4.222  0.47
H -4.645 1.320 1.864  0.40
H -2.572 2.150 -1.542  0.63
H -4.499 2.580 -3.023  0.45
H -6.554 1.222 -2.797  0.45
H -6.683 -0.572 -1.097  0.47
H -4.777 -0.980 0.418  0.55
C 2.092 0.480 0.270  -0.53
C 3.242 0.601 0.740  -0.15
C 4.501 0.724 1.247  0.36
C 4.791 1.802 2.183  0.43
C 5.760 1.633 3.184  -0.13
C 5.994 2.646 4.095  -0.84
C 5.279 3.836 4.011  -0.41
C 4.319 4.015 3.017  -0.73
C 4.068 3.002 2.117  -0.57
C 5.507 -0.251 0.835  0.38
C 5.131 -1.570 0.535  -0.62
C 6.079 -2.485 0.122  -0.71
C 7.406 -2.088 -0.022  -0.44
C 7.786 -0.778 0.256  -0.80
C 6.846 0.139 0.690  -0.15
H 6.294 0.695 3.268  0.56
H 6.733 2.507 4.875  0.43
H 5.471 4.631 4.723  0.41
H 3.780 4.952 2.945  0.44
H 3.351 3.145 1.323  0.58
H 4.097 -1.873 0.673  0.72
H 5.790 -3.508 -0.089  0.45
H 8.150 -2.803 -0.353  0.41
H 8.818 -0.472 0.131  0.43
H 7.138 1.166 0.879  0.56

The value obtained for the energy relative to the best compared isomer or geometry (same formula, charge and spin) is 7.6 kcal per mole. As for the HOMO-LUMO gap (alpha / beta): 0.2089 / 0.2061 hartree. The calculation puts the largest force on an atom at 1.30 eV Å⁻¹. The charge is +2. The HOMO energy (alpha / beta) is -12.7 / -12.4 eV.